A 2-piece molecular cluster, C4H9N3O3 overall in a non-equilibrium geometry, computed with ωB97M-V with the def2-TZVPD basis set.

Results
Relative energy (zero: lowest compared OMol25 entry of this formula, charge and spin) in eV: 6.719
Orbital gap in eV: 9.27
LUMO level in eV: 0.6

The geometry in XYZ format:
```
19
C4H9N3O3, DFT ωB97M-V with the def2-TZVPD basis set
C 1.78631 0.40468 -1.08028
C -0.97804 -1.03674 -0.38162
C -1.22959 1.38632 -0.92904
C -0.70880 0.37940 0.00655
N 3.19128 0.19536 0.89478
N 2.76800 0.13533 -0.40823
N -0.00927 0.78558 1.00032
O 0.72558 0.23965 1.78708
O 1.25286 0.67812 -2.11822
O 0.03288 2.19214 1.30423
H -0.33474 -1.71431 0.24588
H -0.80193 -1.33431 -1.37905
H -1.99925 -1.15384 0.06246
H -0.66856 2.26519 -0.94511
H -2.30531 1.58385 -0.89791
H -1.25095 0.90394 -1.99857
H 2.46151 0.10409 1.60502
H 3.80232 -0.54505 1.06719
H 0.89579 2.41947 1.66476
```

An isolated ion of composition C4H9N3O3P and charge +1, computed with ωB97M-V with the def2-TZVPD basis set.

Results
Net charge: +1
Orbital gap in eV: 11.40
LUMO level in eV: -3.9

The geometry in XYZ format:
```
20
C4H9N3O3P, DFT ωB97M-V with the def2-TZVPD basis set
C 2.71038 -1.17534 0.07271
C 2.31001 0.24490 -0.32275
N 0.89537 0.53104 -0.00973
C 0.39164 1.40060 0.92109
N -0.90806 1.38625 0.93026
N -1.24778 0.47407 -0.01851
P -2.93703 0.12692 -0.47361
O -3.27102 0.88537 -1.64990
O -2.90466 -1.42826 -0.65384
O -3.67490 0.37201 0.87937
C -0.16653 -0.03804 -0.58423
H 2.10381 -1.52709 0.90659
H 2.55745 -1.86832 -0.75234
H 3.75228 -1.20682 0.37407
H 2.41285 0.39589 -1.39451
H 2.91216 1.00130 0.17209
H 1.00877 2.01161 1.55665
H -2.43991 -1.94139 0.01701
H -3.36212 1.12291 1.40580
H -0.14270 -0.76762 -1.37619
```

One molecule with the formula C4H9N3O3S in a non-equilibrium geometry, computed with ωB97M-V with the def2-TZVPD basis set.

Results
Relative energy (zero: lowest compared OMol25 entry of this formula, charge and spin) in eV: 0.000
Orbital gap in eV: 8.87
LUMO level in eV: -1.1

The geometry in XYZ format:
```
20
C4H9N3O3S, DFT ωB97M-V with the def2-TZVPD basis set
C -1.96702 -0.16009 -0.10577
C 1.65888 0.38435 1.08350
C 2.33522 0.88055 -1.38809
C 1.27420 1.11586 -0.22153
N -0.95004 0.50229 -0.31599
N 0.08296 0.74588 -0.88873
N -3.28617 0.01485 -0.12410
O -1.13686 -1.39961 1.94425
O -2.68156 -2.60310 0.49658
O -0.32773 -2.41026 -0.12740
S -1.42181 -1.94924 0.64883
H 2.02006 -0.63409 0.77743
H 2.47456 0.81329 1.56535
H 0.63343 0.29447 1.52124
H 1.73460 0.69031 -2.31847
H 2.96707 -0.03245 -1.27087
H 2.81855 1.81070 -1.65820
H 1.39415 2.18444 -0.04565
H -3.81804 0.62931 0.36139
H -3.80444 -0.87744 0.06625
```

One molecule with the formula C4H9N3O4 in a non-equilibrium geometry, computed with ωB97M-V with the def2-TZVPD basis set.

Results
Relative energy (zero: lowest compared OMol25 entry of this formula, charge and spin) in eV: 1.082
Orbital gap (spin up / spin down) in eV: 6.98 / 7.59
LUMO level (spin up / spin down) in eV: 0.7 / 0.6

The geometry in XYZ format:
```
20
C4H9N3O4, DFT ωB97M-V with the def2-TZVPD basis set
C -1.87527 1.11133 0.32479
C 0.50599 0.62721 0.18843
C 3.12604 -1.48030 -0.21302
C 2.73370 -0.15004 0.34516
N -1.95336 2.39543 -0.21529
N -2.83334 0.13377 0.14872
N -2.63546 -1.13476 0.41775
O -0.69064 0.56060 0.79680
O 0.80326 1.33637 -0.75418
O -3.81067 -1.81550 0.10701
O 1.42031 -0.14045 0.79331
H 2.63282 -2.46297 0.17212
H 2.84247 -1.32512 -1.19899
H 4.19058 -1.69666 -0.14537
H 2.95345 0.67855 -0.36574
H 3.32962 0.16742 1.21758
H -2.57927 2.46163 -1.10446
H -1.10510 2.90177 -0.21322
H -3.63323 0.49109 -0.38573
H -3.42192 -2.65938 0.08431
```

One molecule with the formula C4H9N3S in a non-equilibrium geometry, computed with ωB97M-V with the def2-TZVPD basis set.

Results
Relative energy (zero: lowest compared OMol25 entry of this formula, charge and spin) in eV: 2.268
Orbital gap in eV: 8.17
LUMO level in eV: 0.0

The geometry in XYZ format:
```
17
C4H9N3S, DFT ωB97M-V with the def2-TZVPD basis set
C 0.62214 -0.46153 1.21674
C -0.65016 -1.32959 -0.72207
C -1.51314 -2.34795 0.00872
C 0.64060 1.86478 -0.17698
H 0.53365 0.27249 2.03984
H 1.61552 -0.52845 0.81037
H 0.36335 -1.40973 1.71121
H 0.23589 -1.91104 -1.03725
H -1.21928 -0.91183 -1.52559
H -2.24335 -1.82679 0.72003
H 1.23436 1.83136 0.74405
H 1.03058 3.82501 -0.47435
H 0.29180 3.13004 -1.76525
N -0.36054 -0.19293 0.18124
N -0.11203 0.95368 -0.59871
N 0.93104 2.95420 -0.98757
S -1.40044 -3.91172 -0.14444
```

A 2-piece molecular cluster, C4H9N3S overall in a non-equilibrium geometry, computed with ωB97M-V with the def2-TZVPD basis set.

Results
Relative energy (zero: lowest compared OMol25 entry of this formula, charge and spin) in eV: 6.165
Orbital gap in eV: 8.96
LUMO level in eV: 0.6

The geometry in XYZ format:
```
17
C4H9N3S, DFT ωB97M-V with the def2-TZVPD basis set
C 0.67753 0.94776 0.69355
C 0.90742 -0.12828 -0.33262
C 0.00342 -1.22642 -0.78326
C -1.59780 -0.93856 -1.32245
H 1.51922 2.36900 -0.62382
H 1.12842 2.74547 1.08456
H 0.13969 1.09952 2.69476
H 1.78923 -0.88800 0.23754
H 1.56494 0.22753 -1.39984
H 0.57852 -1.91504 -1.62378
H -0.00580 -2.23772 0.00148
H -1.87069 -1.68458 -2.56630
H -1.21336 -0.19140 1.25205
N 1.40212 2.07031 0.40489
N 0.04627 0.65378 1.71190
N -2.52547 -0.54442 -0.57969
S -2.54364 -0.35895 1.15103
```

C4H9N3S as an isolated structure in a non-equilibrium geometry, computed with ωB97M-V with the def2-TZVPD basis set.

Results
Relative energy (zero: lowest compared OMol25 entry of this formula, charge and spin) in eV: 4.092
Orbital gap in eV: 8.86
LUMO level in eV: 0.1

The geometry in XYZ format:
```
17
C4H9N3S, DFT ωB97M-V with the def2-TZVPD basis set
C -1.94364 -1.52308 -0.32063
C -1.00935 -0.46582 0.30157
C -1.14418 0.95076 -0.23678
C 1.08445 0.41962 0.09882
H -1.49633 -2.46530 0.05832
H -2.01156 -1.26371 -1.32630
H -2.91146 -1.20105 0.08404
H -1.43223 -0.62208 1.40741
H -1.44198 1.01532 -1.30433
H -2.22272 1.50060 0.24488
H 0.49096 2.14676 -0.89370
H 2.71098 1.48346 0.42589
H 4.40823 -1.05335 1.25521
N 0.27412 1.66735 -0.01076
N 2.46874 0.59721 0.17121
N 0.40016 -0.57838 0.34136
S 3.77582 -0.60832 -0.29622
```

One molecule with the formula C4H9N3S in a non-equilibrium geometry, computed with ωB97M-V with the def2-TZVPD basis set.

Results
Relative energy (zero: lowest compared OMol25 entry of this formula, charge and spin) in eV: 4.057
Orbital gap in eV: 9.25
LUMO level in eV: 0.6

The geometry in XYZ format:
```
17
C4H9N3S, DFT ωB97M-V with the def2-TZVPD basis set
C 0.10992 1.64853 -1.15382
C 0.13466 0.14599 -1.27977
C 1.03899 -0.49972 -0.20302
C -1.80219 -1.23592 1.57808
H 1.05276 2.24185 -1.75727
H -0.98374 1.98796 -1.61338
H 0.33206 2.20328 -0.08332
H 0.54485 -0.33648 -2.30145
H -0.84886 -0.17161 -1.21233
H 2.79249 -0.74596 -1.16223
H 0.98829 -1.06416 1.84766
H -1.20543 0.85500 1.54572
H -2.73825 -0.81000 1.93557
N 2.25101 -0.88107 -0.28352
N 0.52500 -0.43988 1.28456
N -0.85536 -0.24957 1.57714
S -1.33618 -2.64826 1.28139
```

One molecule with the formula C4H9N3S in a non-equilibrium geometry, computed with ωB97M-V with the def2-TZVPD basis set.

Results
Relative energy (zero: lowest compared OMol25 entry of this formula, charge and spin) in eV: 4.865
Orbital gap in eV: 8.61
LUMO level in eV: 0.1

The geometry in XYZ format:
```
17
C4H9N3S, DFT ωB97M-V with the def2-TZVPD basis set
C 1.41392 0.25420 -0.75403
C -0.00613 0.51151 -0.79486
C -0.74341 0.59504 -1.83397
C -0.78326 0.56031 1.64776
H 1.10113 -1.36758 0.64296
H 1.09311 -1.91352 -1.02983
H 1.88838 0.24465 -1.90262
H 2.11169 0.79241 -0.04639
H -0.18830 0.46986 -2.88543
H -1.94880 0.29912 -1.52018
H -1.60620 1.65545 -0.12377
H -0.71684 -1.48105 1.25081
H -0.54245 -1.11196 2.75552
N 1.47372 -1.29189 -0.28929
N -0.64267 0.93630 0.25651
N -0.51063 -0.78412 1.93319
S -1.39326 1.63129 2.69361
```

C4H9N4O as an isolated structure in a non-equilibrium geometry, computed with ωB97M-V with the def2-TZVPD basis set.

Results
Expectation value of S²: 2.008
Multiplicity: 3
Net charge: +1
Relative energy (zero: lowest compared OMol25 entry of this formula, charge and spin) in eV: 2.551
Orbital gap (spin up / spin down) in eV: 6.33 / 5.43
LUMO level (spin up / spin down) in eV: -2.9 / -8.8

The geometry in XYZ format:
```
18
C4H9N4O, DFT ωB97M-V with the def2-TZVPD basis set
C -0.98360 0.41995 -1.81786
C 1.17403 0.74787 -0.62281
C -0.82117 -0.95893 -0.32773
C -1.47379 -0.90638 1.14250
N -1.73164 -0.63811 -1.46069
N -0.00558 0.18914 -0.79238
N 1.56228 1.66814 -1.49080
N 1.86939 0.38372 0.48419
O -1.13199 1.31976 -2.59539
H -0.36878 -1.88341 -0.27814
H -1.69829 -1.95659 1.49808
H -2.45552 -0.48698 0.87905
H -0.98077 -0.28477 1.91592
H -2.28388 -1.22750 -1.97739
H 0.75322 1.87959 -2.18396
H 2.34954 2.26966 -1.42333
H 1.73684 -0.59757 0.93997
H 2.83767 0.57403 0.68817
```

A 2-piece molecular cluster, C4H9N4O2 overall in a non-equilibrium geometry, computed with ωB97M-V with the def2-TZVPD basis set.

Results
Expectation value of S²: 2.008
Multiplicity: 3
Net charge: +1
Relative energy (zero: lowest compared OMol25 entry of this formula, charge and spin) in eV: 2.901
Orbital gap (spin up / spin down) in eV: 6.95 / 8.22
LUMO level (spin up / spin down) in eV: -2.8 / -6.0

The geometry in XYZ format:
```
19
C4H9N4O2, DFT ωB97M-V with the def2-TZVPD basis set
C -0.71216 -1.71527 1.21846
C 0.86378 1.02628 -1.23803
C -0.67477 -0.26377 1.51867
C 0.14322 2.96049 -2.39633
N 0.46959 -2.12425 0.83732
N 0.71267 0.15827 1.23042
N -1.69885 -2.70733 1.29949
N 1.32904 -1.04948 0.82558
O 1.51162 0.14584 -1.60907
O 0.21946 2.04231 -1.21421
H -1.44931 0.35563 0.90159
H -0.84624 -0.09341 2.67031
H -0.86859 3.54537 -2.37489
H 0.21839 2.42065 -3.37023
H 0.85423 3.72588 -2.51349
H -2.64312 -2.52128 1.44996
H -1.30675 -3.59819 1.60159
H 2.14448 -1.25645 1.26222
H 1.73333 -1.05130 -0.09936
```

One molecule with the formula C4H9N5 in a non-equilibrium geometry, computed with ωB97M-V with the def2-TZVPD basis set.

Results
Expectation value of S²: 2.019
Multiplicity: 3
Relative energy (zero: lowest compared OMol25 entry of this formula, charge and spin) in eV: 1.831
Orbital gap (spin up / spin down) in eV: 5.46 / 7.01
LUMO level (spin up / spin down) in eV: 0.9 / -2.3

The geometry in XYZ format:
```
18
C4H9N5, DFT ωB97M-V with the def2-TZVPD basis set
C 0.98340 2.49563 -0.20494
C 0.74246 0.44158 -0.14006
C -1.92338 -0.35973 -0.52817
C 0.31420 -1.74026 0.75942
N 0.38579 1.48000 -0.88071
N 1.60540 2.14188 0.88318
N 1.63198 0.79477 0.83292
N -0.79017 -1.00565 -1.15951
N 0.40922 -0.91512 -0.44964
H 0.65516 3.56941 -0.24555
H -1.53714 0.36361 0.12257
H -2.47860 0.02441 -1.36398
H -2.45017 -1.15481 -0.01381
H 0.00305 -2.63175 0.39563
H 1.29782 -1.66574 1.14557
H -0.34251 -1.30446 1.38480
H 2.05233 0.29771 1.55643
H -0.55883 -0.83148 -2.09415
```

A 2-piece molecular cluster, C4H9N6 overall in a non-equilibrium geometry, computed with ωB97M-V with the def2-TZVPD basis set.

Results
Net charge: +1
Relative energy (zero: lowest compared OMol25 entry of this formula, charge and spin) in eV: 2.199
Orbital gap (spin up / spin down) in eV: 8.15 / 8.15
LUMO level (spin up / spin down) in eV: -4.9 / -4.9

The geometry in XYZ format:
```
19
C4H9N6, DFT ωB97M-V with the def2-TZVPD basis set
C -0.12741 -1.51045 -0.22065
C -0.86902 0.71454 0.27479
C 2.39261 1.69470 -0.13632
C -0.97531 -0.39439 -0.74031
N 0.75050 -1.36774 0.75874
N 0.01354 0.85086 1.20564
N 2.47088 0.45106 -0.02975
N -0.28196 -2.66198 -0.85993
N -1.99833 1.50403 0.33616
N 0.99722 -0.05499 1.17025
H 3.17994 2.24967 -0.73054
H 1.56783 2.24316 0.28344
H -0.50175 -0.13684 -1.67102
H -1.98459 -0.64582 -0.82990
H -1.23076 -2.65797 -1.21497
H 0.16255 -3.50859 -0.46208
H -2.99770 1.28721 -0.06090
H -2.09507 2.24656 0.95341
H 1.52682 -0.30302 1.97395
```

A 2-piece molecular cluster, C4H9NO overall in a non-equilibrium geometry, computed with ωB97M-V with the def2-TZVPD basis set.

Results
Expectation value of S²: 0.764
Multiplicity: 2
Net charge: -1
Relative energy (zero: lowest compared OMol25 entry of this formula, charge and spin) in eV: 1.230
Orbital gap (spin up / spin down) in eV: 2.85 / 4.78
LUMO level (spin up / spin down) in eV: 3.0 / 3.0

The geometry in XYZ format:
```
15
C4H9NO, DFT ωB97M-V with the def2-TZVPD basis set
N 1.28050 -2.37005 -1.80778
C 0.85194 -1.35635 -0.96527
C 0.01894 -0.32439 -1.36132
C 0.69363 -0.85227 1.56671
C 1.11839 -1.58586 0.45410
H 0.82782 -2.45215 -2.70383
H 1.78824 -3.16969 -1.48236
H 0.02990 0.61114 -0.82409
H -0.84433 -0.46490 -1.99909
H 1.38926 -0.78861 2.40502
H -0.07419 -0.08517 1.56901
H 1.74335 -2.45380 0.65625
H -2.91149 5.48264 2.17456
H -3.19918 4.49415 1.07117
O -2.71276 5.31530 1.24693
```

C4H9NO as an isolated structure in a non-equilibrium geometry, computed with ωB97M-V with the def2-TZVPD basis set.

Results
Relative energy (zero: lowest compared OMol25 entry of this formula, charge and spin) in eV: 4.311
Orbital gap in eV: 10.17
LUMO level in eV: 0.9

The geometry in XYZ format:
```
15
C4H9NO, DFT ωB97M-V with the def2-TZVPD basis set
C -2.12154 -0.54382 0.15288
C -0.66635 -0.88868 0.19966
N -0.18682 0.10267 1.69865
C 0.48393 0.99756 1.13605
O 0.51652 0.92785 -0.23935
C 1.75494 0.65071 -0.83037
H -2.25631 0.47476 -0.24010
H -2.68404 -1.22155 -0.49878
H -2.49453 -0.58127 1.17276
H -0.28471 -0.96001 -0.86044
H -0.33043 -1.76476 0.71421
H 1.01610 1.87994 1.51418
H 2.29495 1.59186 -0.89088
H 1.55648 0.27250 -1.83918
H 2.34870 -0.09470 -0.27912
```